Run one
DFT (the ωB97M-V functional and the def2-TZVPD basis) results for a 2-piece molecular cluster, C4H10N2 overall.

Structure (XYZ):
```
16
C4H10N2 (the ωB97M-V functional and the def2-TZVPD basis)
C 0.606 2.494 -1.694
C -0.429 2.760 -0.905
N -0.504 3.159 0.464
H 1.647 2.492 -1.386
H 0.459 2.128 -2.707
H -1.266 2.158 -1.268
H 0.260 3.772 0.712
H -1.383 3.655 0.513
C -0.625 -3.438 1.284
C 1.063 -2.164 0.269
N 0.778 -3.120 1.023
H -1.282 -2.957 0.541
H -0.776 -4.471 1.028
H -0.949 -3.123 2.274
H 2.079 -1.834 0.055
H 0.323 -1.510 -0.202
```

Kohn-Sham gap	9.70	eV
molar mass	86.14	g mol⁻¹
E_LUMO	0.95	eV
SMILES	C=CN.C=NC

***

Run two
DFT (the ωB97M-V functional and the def2-TZVPD basis) results for a 2-piece molecular cluster, C4H10N2 overall.

Structure (XYZ):
```
16
C4H10N2 (the ωB97M-V functional and the def2-TZVPD basis)
C 0.155 -2.273 0.260
C -2.038 -2.238 -0.498
N -1.185 -1.672 0.242
H 0.515 -2.190 1.289
H 0.101 -3.333 0.002
H 0.816 -1.623 -0.307
H -2.979 -1.728 -0.662
H -1.820 -3.229 -0.909
C 0.855 1.182 0.674
C 0.761 3.020 -0.761
N 1.470 2.327 0.015
H 0.496 1.447 1.669
H 0.139 0.603 0.091
H 1.690 0.491 0.835
H 1.274 3.748 -1.385
H -0.323 2.901 -0.839
```

Kohn-Sham gap	10.46	eV
molar mass	86.14	g mol⁻¹
E_LUMO	1.06	eV
SMILES	C=NC.C=NC

***

Run three
DFT (the ωB97M-V functional and the def2-TZVPD basis) results for a 2-piece molecular cluster, C4H10N2 overall.

Structure (XYZ):
```
16
C4H10N2 (the ωB97M-V functional and the def2-TZVPD basis)
C -1.403 2.163 -0.574
C -1.732 0.968 -0.005
N -1.630 -0.288 -0.452
H -1.846 3.025 -0.208
H -1.143 1.875 -1.570
H -2.380 0.983 0.896
H -1.602 -0.949 0.231
H -1.216 -0.426 -1.424
C 1.818 0.140 1.050
C 1.694 -0.633 -0.017
N 1.317 -1.994 0.053
H 1.232 -0.323 1.855
H 2.179 1.153 1.117
H 2.051 -0.209 -0.985
H 0.942 -2.446 -0.761
H 1.709 -2.536 0.918
```

Kohn-Sham gap	8.89	eV
molar mass	86.14	g mol⁻¹
E_LUMO	0.95	eV
SMILES	C=CN.C=CN

***

Which one sits at the top of the stability order? run two does.

***

Run one
DFT (the ωB97M-V functional and the def2-TZVPD basis) results for a 2-piece molecular cluster, C4H10N2 overall.

Structure (XYZ):
```
16
C4H10N2 (the ωB97M-V functional and the def2-TZVPD basis)
C -0.532 -0.875 -1.304
C 0.850 -0.270 2.863
C -0.693 0.115 -2.443
N 0.208 -0.348 1.587
C 0.174 0.540 0.736
N 0.583 1.474 0.045
H -1.054 -0.400 -0.357
H 0.189 2.399 0.097
H -1.090 -1.794 -1.468
H 0.511 -1.150 -1.176
H 1.937 -0.188 2.744
H 0.503 0.593 3.443
H 0.612 -1.185 3.413
H -0.157 1.032 -2.221
H -0.299 -0.309 -3.365
H -1.742 0.366 -2.594
```

Kohn-Sham gap	10.56	eV
molar mass	86.14	g mol⁻¹
E_LUMO	0.95	eV
SMILES	CN=C=N.CC

***

Run two
DFT (the ωB97M-V functional and the def2-TZVPD basis) results for a 2-piece molecular cluster, C4H10N2 overall.

Structure (XYZ):
```
16
C4H10N2 (the ωB97M-V functional and the def2-TZVPD basis)
C 2.215 1.161 0.345
C 1.817 -0.093 0.055
C -1.394 0.698 -0.927
C -0.696 -1.805 0.500
N -1.063 0.582 0.502
N -0.423 -0.485 1.034
H 2.967 1.719 -0.180
H 1.562 1.792 1.063
H 2.078 -1.074 -0.265
H -0.574 0.315 -1.549
H -2.323 0.282 -1.209
H -1.316 1.884 -1.183
H 0.093 -2.393 0.914
H -1.768 -2.179 0.827
H -0.652 -1.736 -0.630
H -0.524 1.332 0.701
```

Kohn-Sham gap (spin up / spin down)	8.29 / 8.66	eV
molar mass	86.14	g mol⁻¹
E_LUMO (spin up / spin down)	0.88 / 0.95	eV

***

Run three
DFT (the ωB97M-V functional and the def2-TZVPD basis) results for a 2-piece molecular cluster, C4H10N2 overall.

Structure (XYZ):
```
16
C4H10N2 (the ωB97M-V functional and the def2-TZVPD basis)
C 6.543 -0.230 1.230
C 5.759 -0.939 0.391
N 5.037 -2.096 0.457
H 6.285 -0.485 2.287
H 7.283 0.531 1.019
H 5.591 -0.352 -0.508
H 4.991 -2.572 1.348
H 5.134 -2.722 -0.322
C -5.133 2.141 -1.144
C -5.600 1.203 -0.292
N -6.495 0.209 -0.647
H -5.098 1.944 -2.213
H -4.634 3.060 -0.872
H -5.295 1.316 0.741
H -6.412 -0.226 -1.543
H -7.003 -0.137 0.142
```

Kohn-Sham gap	9.23	eV
molar mass	86.14	g mol⁻¹
E_LUMO	1.21	eV
SMILES	C=CN.C=CN

***

Run four
DFT (the ωB97M-V functional and the def2-TZVPD basis) results for one molecule with the formula C4H10N2.

Structure (XYZ):
```
16
C4H10N2 (the ωB97M-V functional and the def2-TZVPD basis)
C 1.319 -0.542 0.361
C 0.033 -0.219 -0.379
C -0.726 1.076 0.006
C -2.009 0.239 0.129
H 2.525 0.194 -1.058
H 2.141 1.263 0.144
H 1.152 -0.573 1.462
H 1.648 -1.567 0.109
H 0.176 -0.266 -1.489
H -0.476 1.441 1.028
H -0.724 1.883 -0.706
H -2.500 0.439 1.115
H -2.703 0.393 -0.758
H -1.593 -1.690 -0.593
N 2.444 0.300 -0.024
N -1.208 -0.991 0.030
```

Kohn-Sham gap	9.94	eV
molar mass	86.14	g mol⁻¹
E_LUMO	1.10	eV
SMILES	NC[C@@H]1CCN1

***

Which one sits at the top of the stability order? run four does.

***

Run one
DFT (the ωB97M-V functional and the def2-TZVPD basis) results for a 2-piece molecular cluster, C4H10N2 overall.

Structure (XYZ):
```
16
C4H10N2 (the ωB97M-V functional and the def2-TZVPD basis)
C 1.402 -0.622 -0.066
C 0.301 0.334 0.275
C 0.351 1.225 1.626
C -0.485 1.102 -0.780
N 0.065 -0.996 0.582
N -1.317 -2.060 -1.348
H 1.477 -0.947 -1.137
H 2.265 -0.650 0.470
H 0.473 2.342 1.349
H 1.170 0.896 2.406
H -0.612 1.191 2.176
H 0.015 1.859 -1.179
H -1.475 1.366 -0.311
H -0.836 0.467 -1.616
H -2.114 -2.584 -1.018
H -0.682 -2.923 -1.431
```

Kohn-Sham gap (spin up / spin down)	9.05 / 9.50	eV
molar mass	86.14	g mol⁻¹
E_LUMO (spin up / spin down)	-0.28 / -0.01	eV

***

Run two
DFT (the ωB97M-V functional and the def2-TZVPD basis) results for one molecule with the formula C4H10N2.

Structure (XYZ):
```
16
C4H10N2 (the ωB97M-V functional and the def2-TZVPD basis)
C 1.284 0.545 -0.610
C 0.587 0.093 0.741
C -0.887 0.210 0.906
C -0.267 -1.038 0.630
H 0.683 1.014 -1.465
H 1.988 1.377 -0.193
H 1.966 0.016 -1.256
H 1.233 0.272 1.498
H -1.069 0.582 2.016
H -0.958 1.744 -0.078
H -1.577 0.359 -0.790
H -0.364 -1.727 1.441
H 0.432 -1.086 -1.096
H -1.108 -1.726 -1.137
N -1.719 0.991 -0.016
N -0.222 -1.628 -0.590
```

Kohn-Sham gap	9.77	eV
molar mass	86.14	g mol⁻¹
E_LUMO	0.89	eV
SMILES	C[C@H]1[C@@H](N)[C@H]1N

***

Which one sits at the top of the stability order? run two does.

***

Run one
DFT (the ωB97M-V functional and the def2-TZVPD basis) results for one molecule with the formula C4H10N2.

Structure (XYZ):
```
16
C4H10N2 (the ωB97M-V functional and the def2-TZVPD basis)
C 0.982 -0.058 -0.838
C 0.428 0.533 0.477
C -0.889 -0.199 0.579
C -1.992 0.318 1.095
N -0.850 -1.647 0.355
N 1.877 0.905 -1.575
H 0.183 -0.350 -1.454
H 1.418 -1.091 -0.602
H 1.029 0.568 1.388
H 0.087 1.529 0.054
H -2.828 -0.376 1.141
H -2.157 1.377 0.866
H -0.066 -2.148 -0.070
H -1.429 -2.213 1.077
H 1.560 1.902 -1.567
H 2.645 0.950 -0.927
```

Kohn-Sham gap	9.29	eV
molar mass	86.14	g mol⁻¹
E_LUMO	0.96	eV
SMILES	C=C(N)CCN

***

Run two
DFT (the ωB97M-V functional and the def2-TZVPD basis) results for one molecule with the formula C4H10N2.

Structure (XYZ):
```
16
C4H10N2 (the ωB97M-V functional and the def2-TZVPD basis)
C -0.479 -1.722 0.637
C 0.311 -0.495 1.044
C 1.638 0.036 -1.038
C -1.613 1.211 -0.022
H -1.382 -1.381 0.114
H -0.834 -2.322 1.510
H 0.126 -2.435 0.044
H -0.237 0.129 1.757
H 1.322 -0.762 1.407
H 1.501 -0.974 -1.471
H 2.628 0.064 -0.570
H 1.551 0.795 -1.853
H -1.823 0.891 0.990
H -2.416 1.803 -0.500
N 0.559 0.387 -0.098
N -0.499 1.043 -0.638
```

Kohn-Sham gap	9.32	eV
molar mass	86.14	g mol⁻¹
E_LUMO	1.13	eV
SMILES	C=NN(C)CC

***

Run three
DFT (the ωB97M-V functional and the def2-TZVPD basis) results for one molecule with the formula C4H10N2.

Structure (XYZ):
```
16
C4H10N2 (the ωB97M-V functional and the def2-TZVPD basis)
C 1.003 -0.095 0.298
C -0.323 0.379 0.636
C 1.864 1.451 0.515
C -1.298 -0.888 -0.211
N -1.480 -0.786 -1.565
N -1.694 -1.834 0.532
H -1.174 0.039 -2.048
H -2.193 -1.344 -2.018
H -2.313 -2.507 0.069
H 1.206 -0.421 -0.718
H 1.426 -0.775 1.032
H -0.617 0.217 1.667
H -0.650 1.336 0.239
H 2.047 1.770 -0.510
H 2.794 1.193 1.013
H 1.402 2.264 1.069
```

Kohn-Sham gap	9.74	eV
molar mass	86.14	g mol⁻¹
E_LUMO	0.93	eV
SMILES	[H]/N=C(\N)CCC

***

Which one sits at the top of the stability order? run two does.